No. 1
Entry from the OMol25 dataset: C21H53AsCuF6NO14P3 as an isolated structure at a distorted geometry (ωB97M-V with the def2-TZVPD basis set).

The HOMO-LUMO gap (spin up / spin down) is 1.8 / 5.3 eV. The HOMO energy (spin up / spin down) is 1.5 / -2.0 eV. The total energy comes out at -7439.78097 Ha. The spin multiplicity is 2. As for the total charge: -2.

Each line ends with the Löwdin spin population.
CARTESIAN COORDINATES (ANGSTROEM)
Cu (1.0705, -26.1019, -3.9383)  0.232
O (2.4722, -24.3751, -3.8784)  0.057
H (2.2698, -24.1345, -2.9533)  0.002
As (0.6759, -27.2702, -0.3798)  0.148
F (2.0633, -27.0588, 0.8048)  0.087
F (-0.4941, -26.4920, 0.7609)  0.080
F (-0.7665, -27.4884, -1.4796)  0.075
F (1.7293, -28.1008, -1.6051)  0.078
F (0.2539, -28.9402, 0.3828)  0.069
F (1.1441, -25.7167, -1.3260)  0.074
C (5.8777, -27.0667, -3.7871)  0.003
O (5.0898, -26.6770, -4.6541)  0.006
N (5.6880, -26.9664, -2.4178)  0.001
C (4.4545, -26.5899, -1.6668)  0.010
C (6.7717, -27.3017, -1.5229)  0.001
H (6.8538, -27.5389, -3.9782)  0.000
H (4.1123, -27.4203, -1.0491)  0.004
H (3.5184, -26.4933, -2.2167)  0.006
H (4.4235, -25.6722, -1.0795)  0.003
H (6.4628, -28.0183, -0.7619)  0.000
H (7.5318, -27.7905, -2.1323)  0.000
H (7.1703, -26.3566, -1.1538)  0.000
C (-0.9328, -31.1842, -1.5707)  0.009
C (-2.2444, -31.7189, -2.0450)  0.003
O (-1.9157, -32.6824, -3.0163)  0.002
P (-3.0483, -33.7770, -3.5020)  0.000
O (-4.0623, -33.3206, -4.5442)  0.000
O (-2.2974, -35.1703, -4.0333)  0.000
C (-2.3117, -35.3385, -5.4292)  0.000
C (-0.8246, -35.4143, -5.9026)  0.000
O (-3.7739, -34.2306, -2.1239)  0.000
C (-3.1209, -34.8990, -1.0357)  0.000
C (-3.4551, -36.3919, -1.2609)  0.000
H (-1.0773, -30.5416, -0.7022)  0.004
H (-0.2348, -31.8928, -1.1248)  0.002
H (-0.4017, -30.5080, -2.2406)  0.005
H (-2.8308, -32.2471, -1.2932)  0.000
H (-2.8376, -30.9678, -2.5665)  0.002
H (-2.8458, -36.2126, -5.8018)  0.000
H (-2.8779, -34.5743, -5.9618)  0.000
H (-0.5919, -35.3726, -6.9667)  0.000
H (-0.1321, -34.7488, -5.3871)  0.000
H (-0.4314, -36.3698, -5.5555)  0.000
H (-2.0407, -34.8616, -1.1768)  0.000
H (-3.4229, -34.5379, -0.0526)  0.000
H (-2.8364, -36.9307, -0.5432)  0.000
H (-4.5359, -36.5098, -1.1822)  0.000
H (-3.2716, -36.7115, -2.2867)  0.000
C (-6.5716, -22.4854, 5.4822)  0.000
C (-5.5487, -23.4824, 4.9495)  0.000
O (-6.3883, -24.6431, 4.6599)  0.000
P (-6.2499, -25.6113, 3.3578)  0.000
O (-7.1500, -26.8435, 3.3885)  0.000
O (-6.5425, -24.5970, 2.1326)  0.000
C (-7.6299, -24.8144, 1.2836)  0.000
C (-7.4971, -24.0177, -0.0819)  0.001
O (-4.6164, -25.8210, 3.1588)  0.002
C (-4.1005, -26.7585, 2.1112)  0.005
C (-3.8492, -28.1409, 2.7737)  0.004
H (-7.6103, -22.4858, 5.1517)  0.000
H (-6.7204, -22.4769, 6.5620)  0.000
H (-6.1973, -21.4894, 5.2460)  0.000
H (-5.1214, -22.9271, 4.1145)  0.000
H (-4.9056, -23.5268, 5.8285)  0.000
H (-7.6515, -25.8985, 1.1719)  0.000
H (-8.5232, -24.4717, 1.8057)  0.000
H (-6.5021, -23.8876, -0.5076)  0.000
H (-8.3085, -24.0386, -0.8094)  0.000
H (-7.6033, -22.9643, 0.1773)  0.000
H (-4.8002, -26.8906, 1.2860)  0.001
H (-3.1460, -26.5370, 1.6338)  0.004
H (-3.9805, -28.8626, 1.9675)  0.001
H (-2.8175, -28.4393, 2.9595)  0.002
H (-4.4406, -28.3856, 3.6561)  0.000
C (5.4127, -25.8087, 10.6275)  0.000
C (4.9056, -25.8604, 9.1012)  0.000
O (4.5454, -27.1700, 8.6100)  0.000
P (4.5460, -27.3470, 6.9770)  0.000
O (5.9060, -27.7132, 6.3814)  0.000
O (3.4729, -28.4735, 6.7094)  0.000
C (3.8401, -29.8337, 6.4709)  0.000
C (4.4952, -30.5686, 7.8075)  0.000
O (3.8215, -26.0209, 6.3504)  0.000
C (2.7001, -26.0318, 5.4945)  0.001
C (3.2815, -26.5735, 4.1315)  0.004
H (4.6252, -26.2918, 11.2059)  0.000
H (6.4519, -26.1057, 10.7693)  0.000
H (5.3368, -24.7950, 11.0209)  0.000
H (4.0588, -25.2008, 8.9112)  0.000
H (5.7287, -25.4364, 8.5261)  0.000
H (2.8769, -30.3143, 6.2992)  0.000
H (4.3010, -30.0485, 5.5068)  0.000
H (3.7498, -30.3810, 8.5803)  0.000
H (4.6862, -31.6385, 7.7243)  0.000
H (5.4034, -30.0521, 8.1183)  0.000
H (1.9300, -26.7001, 5.8798)  0.000
H (2.2756, -25.0455, 5.3069)  0.000
H (4.2227, -26.1033, 3.8469)  0.001
H (3.7622, -27.5220, 4.3712)  0.000
H (2.5700, -26.5735, 3.3057)  0.004

No. 2
Entry from the OMol25 dataset: a 2-piece molecular cluster, H3OPS2 overall at a distorted geometry (ωB97M-V with the def2-TZVPD basis set).

The HOMO-LUMO gap (spin up / spin down) is 9.6 / 6.6 eV. As for the energy relative to the best compared isomer or geometry (same formula, charge and spin): 21.1 kJ/mol. The HOMO energy (spin up / spin down) is -8.9 / -9.0 eV. The total energy comes out at -1214.67811 Ha. The spin multiplicity is 3. As for the total charge: 0.

Each line ends with the Löwdin spin population.
CARTESIAN COORDINATES (ANGSTROEM)
O (-0.5454, -1.1748, -0.4299)  0.006
P (-0.2744, -0.2256, 0.8520)  0.090
S (2.8780, -0.2831, -0.1521)  1.871
S (-0.8421, 1.6896, 0.1005)  0.014
H (-0.0380, -0.9249, -1.2453)  0.001
H (-1.4078, -0.6508, 1.5409)  0.016
H (0.2297, 1.5696, -0.6660)  0.002

No. 3
Entry from the OMol25 dataset: C18H16F5N3O2RhS4 as an isolated structure (ωB97M-V with the def2-TZVPD basis set).

The HOMO-LUMO gap (spin up / spin down) is 7.2 / 6.7 eV. As for the energy relative to the best compared isomer or geometry (same formula, charge and spin): 0.0 kJ/mol. The HOMO energy (spin up / spin down) is -10.5 / -11.7 eV. The total energy comes out at -3212.51519 Ha. The spin multiplicity is 5. As for the total charge: +1.

Each line ends with the Löwdin spin population.
CARTESIAN COORDINATES (ANGSTROEM)
Rh (0.2362, -0.2779, 0.5005)  2.053
C (1.5535, 2.8692, -0.0650)  0.011
C (1.6885, 2.1174, -1.3829)  0.005
S (2.0901, 0.3523, -1.2841)  0.074
C (3.6465, 0.3308, -0.3535)  0.007
C (3.6285, -0.6619, 0.8022)  0.013
S (2.2849, -0.4787, 2.0044)  0.101
C (2.5567, 1.2189, 2.6007)  0.007
C (1.3068, 2.0865, 2.6191)  0.007
S (0.3374, 2.1561, 1.0894)  0.090
H (1.2472, 3.8932, -0.2790)  0.002
H (2.5105, 2.9287, 0.4513)  0.000
H (2.4345, 2.6111, -2.0065)  0.001
H (0.7483, 2.1362, -1.9370)  0.000
H (3.8613, 1.3422, -0.0123)  0.000
H (4.4475, 0.0551, -1.0392)  0.002
H (4.5781, -0.6209, 1.3371)  0.003
H (3.5145, -1.6814, 0.4303)  0.000
H (3.3419, 1.6697, 1.9964)  0.000
H (2.9396, 1.1510, 3.6191)  0.002
H (1.5734, 3.1056, 2.9025)  0.002
H (0.5993, 1.7252, 3.3640)  0.000
O (0.9783, -2.9444, -0.2807)  0.263
N (0.1879, -3.8372, -0.1913)  0.434
O (-0.9814, -3.8989, -0.3147)  0.304
F (-2.7283, 2.9662, 5.9247)  0.004
C (-2.4497, 2.0699, 4.9890)  0.011
C (-1.4359, 1.1459, 5.1924)  -0.002
F (-0.7323, 1.1656, 6.3197)  -0.001
C (-1.1449, 0.2237, 4.2032)  0.017
F (-0.1271, -0.6210, 4.4098)  0.005
C (-1.8415, 0.1836, 3.0033)  0.044
S (-1.5075, -1.0394, 1.7752)  0.412
C (-2.8482, 1.1232, 2.8271)  0.017
F (-3.5393, 1.1536, 1.6810)  0.008
C (-3.1572, 2.0623, 3.7978)  -0.002
F (-4.1163, 2.9549, 3.5876)  -0.001
N (-4.5250, -0.0405, -5.5206)  0.000
C (-3.7889, -0.0442, -4.6404)  0.000
C (-2.8629, -0.0508, -3.5395)  -0.001
C (-3.1014, 0.7339, -2.4164)  0.003
C (-2.1824, 0.6933, -1.3850)  0.005
N (-1.0776, -0.0565, -1.4318)  0.080
C (-0.8586, -0.8109, -2.5120)  0.012
C (-1.7216, -0.8433, -3.5901)  0.003
H (-3.9837, 1.3524, -2.3415)  0.000
H (-2.3392, 1.2639, -0.4788)  0.000
H (0.0452, -1.4078, -2.5073)  0.004
H (-1.5131, -1.4692, -4.4454)  0.000

No. 4
Entry from the OMol25 dataset: a 7-piece molecular cluster, C45H49F3N9O13 overall at a distorted geometry (ωB97M-V with the def2-TZVPD basis set).

The HOMO-LUMO gap is 6.4 eV. The HOMO energy is -10.7 eV. The total energy comes out at -3513.86523 Ha. As for the total charge: +1.

Each line ends with the Löwdin charge.
CARTESIAN COORDINATES (ANGSTROEM)
C (2.2420, -0.5391, -1.0301)  -0.091
O (2.0553, 0.3008, 0.1134)  -0.163
C (1.1754, 1.3243, -0.2600)  -0.280
C (1.0436, 2.4105, 0.7996)  -0.136
C (0.3908, 3.6447, 0.1077)  -0.170
C (-0.8589, 4.1526, 0.8678)  -0.132
N (-1.7358, 4.8803, -0.1279)  0.105
C (-2.6112, 4.0407, -0.6927)  -0.380
N (-2.3774, 3.4805, -1.9044)  0.208
N (-3.7255, 3.8433, 0.0341)  0.102
C (-4.5917, 2.7429, -0.4190)  -0.133
C (-3.9789, 1.3956, 0.0064)  -0.037
C (-4.9629, 0.3937, 0.5899)  -0.684
F (-5.4334, -0.3625, -0.3870)  0.169
F (-4.3258, -0.3863, 1.4502)  0.152
F (-5.9663, 0.9361, 1.2451)  0.176
H (1.2546, -0.8926, -1.3592)  0.089
H (2.9268, -1.3541, -0.8093)  0.096
H (2.6552, 0.0566, -1.8565)  0.047
H (0.1834, 0.9065, -0.5276)  0.125
H (1.5446, 1.8185, -1.1717)  0.105
H (2.0146, 2.7350, 1.1732)  0.124
H (0.4447, 2.0876, 1.6540)  0.114
H (1.1077, 4.4458, -0.0756)  0.125
H (0.0228, 3.2977, -0.8667)  0.087
H (-0.5115, 4.8105, 1.6614)  0.114
H (-1.3682, 3.3132, 1.3395)  0.108
H (-1.1158, 5.1765, -0.8784)  0.139
H (-2.2254, 3.9884, -2.7625)  0.145
H (-2.3787, 2.4717, -1.9599)  0.120
H (-4.2054, 4.7428, 0.0357)  0.178
H (-4.7698, 2.7536, -1.4996)  0.130
H (-5.5686, 2.9139, 0.0302)  0.131
H (-3.1983, 1.6109, 0.7416)  0.128
H (-3.4643, 0.8802, -0.8084)  0.127
C (7.4091, 2.8513, -1.2658)  -0.048
C (6.6813, 1.6683, -1.2262)  -0.057
C (5.4513, 1.5904, -1.8566)  0.001
C (4.9657, 2.7034, -2.5252)  -0.142
C (5.6780, 3.8914, -2.5673)  -0.001
C (6.9066, 3.9620, -1.9319)  -0.066
N (3.6741, 2.6198, -3.2127)  -0.333
O (3.0538, 1.5671, -3.1427)  0.028
O (3.2819, 3.6001, -3.8155)  0.078
H (8.3733, 2.9077, -0.7770)  0.114
H (7.0753, 0.8058, -0.7058)  0.111
H (4.8887, 0.6688, -1.8231)  0.109
H (5.2936, 4.7567, -3.0852)  0.108
H (7.4737, 4.8778, -1.9577)  0.090
C (-3.1789, -3.3608, 2.2542)  -0.065
C (-1.9557, -2.7754, 1.9516)  -0.072
C (-0.8492, -3.5693, 1.6989)  -0.004
C (-0.9842, -4.9460, 1.7497)  -0.143
C (-2.1947, -5.5435, 2.0580)  0.013
C (-3.2980, -4.7433, 2.3119)  -0.054
N (0.1816, -5.7906, 1.4588)  -0.345
O (1.2357, -5.2365, 1.2108)  0.082
O (0.0265, -6.9989, 1.4818)  0.061
H (-4.0424, -2.7373, 2.4456)  0.098
H (-1.8659, -1.6977, 1.9103)  0.096
H (0.1012, -3.1113, 1.4638)  0.117
H (-2.2902, -6.6193, 2.1005)  0.124
H (-4.2498, -5.1971, 2.5506)  0.080
C (8.4560, 5.5793, -8.7157)  -0.065
C (9.5061, 5.0897, -7.9506)  -0.060
C (9.4213, 5.1008, -6.5681)  0.000
C (8.2783, 5.6008, -5.9681)  -0.143
C (7.2265, 6.0986, -6.7178)  -0.003
C (7.3195, 6.0868, -8.0998)  -0.063
N (8.1759, 5.5921, -4.5044)  -0.324
O (9.1226, 5.1665, -3.8715)  0.085
O (7.1443, 6.0090, -4.0023)  0.049
H (8.5231, 5.5647, -9.7960)  0.110
H (10.3908, 4.6965, -8.4327)  0.111
H (10.2402, 4.7193, -5.9756)  0.121
H (6.3399, 6.4915, -6.2416)  0.119
H (6.5043, 6.4703, -8.6982)  0.110
C (2.8051, -8.2283, 2.9537)  -0.062
C (3.9116, -8.9234, 3.4239)  -0.063
C (4.0937, -9.1001, 4.7866)  -0.005
C (3.1588, -8.5795, 5.6637)  -0.149
C (2.0551, -7.8789, 5.2094)  0.002
C (1.8809, -7.7039, 3.8457)  -0.063
N (3.3355, -8.7847, 7.1087)  -0.352
O (4.3258, -9.3876, 7.4769)  0.077
O (2.4790, -8.3411, 7.8511)  0.074
H (2.6603, -8.0949, 1.8893)  0.104
H (4.6319, -9.3306, 2.7271)  0.108
H (4.9556, -9.6413, 5.1493)  0.119
H (1.3319, -7.4718, 5.9013)  0.119
H (1.0251, -7.1633, 3.4786)  0.078
C (-6.6101, -7.6968, -2.3471)  -0.068
C (-7.1376, -8.7447, -1.6050)  -0.060
C (-7.0719, -8.7172, -0.2214)  0.002
C (-6.4798, -7.6335, 0.4031)  -0.144
C (-5.9435, -6.5849, -0.3240)  -0.005
C (-6.0102, -6.6203, -1.7073)  -0.067
N (-6.4299, -7.5916, 1.8711)  -0.338
O (-6.8898, -8.5342, 2.4791)  0.098
O (-5.9301, -6.6077, 2.3946)  0.047
H (-6.6675, -7.7187, -3.4279)  0.109
H (-7.6030, -9.5829, -2.1055)  0.111
H (-7.4830, -9.5344, 0.3535)  0.122
H (-5.4782, -5.7443, 0.1709)  0.110
H (-5.5971, -5.8064, -2.2879)  0.107
C (-6.9283, 7.6658, 3.3291)  -0.057
C (-5.7128, 8.3220, 3.1843)  -0.055
C (-4.5354, 7.5952, 3.1168)  -0.001
C (-4.5925, 6.2133, 3.1913)  -0.158
C (-5.7971, 5.5456, 3.3429)  -0.009
C (-6.9699, 6.2798, 3.4123)  -0.058
N (-3.3503, 5.4384, 3.0965)  -0.341
O (-2.3044, 6.0495, 2.9810)  0.072
O (-3.4341, 4.2214, 3.1299)  0.053
H (-7.8467, 8.2364, 3.3769)  0.114
H (-5.6837, 9.4013, 3.1219)  0.114
H (-3.5914, 8.1090, 3.0051)  0.121
H (-5.8329, 4.4672, 3.4066)  0.118
H (-7.9177, 5.7720, 3.5290)  0.113

- Among the records above, which one has the lowest total charge?
  C21H53AsCuF6NO14P3